No. 1
20
Properties=species:S:1:pos:R:3:forces:R:3:lowdin_charge:R:1 method="wB97M-V/def2-TZVPD" e_above_lowest_kcal_mol=44.48 e_homo_ev=-12.8820 total_energy_ha=-307.5507 charge=+1 homo_lumo_gap_ev=8.9442
C -2.1063 -0.1467 1.9005 -0.7 1.2 0.1 -0.112
C -0.6651 -0.0542 1.3984 0.3 -1.3 0.6 -0.294
C -0.3295 1.2259 0.7475 -0.8 1.0 -0.2 -0.239
C 0.8161 1.8774 0.8388 0.9 0.3 0.4 -0.017
H -2.8512 -0.3401 1.1051 0.5 0.0 0.2 0.079
H -2.1735 -0.9269 2.6342 -0.2 -0.5 0.3 0.062
H -2.4560 0.7887 2.4109 0.5 -0.7 -0.4 0.095
H -0.5408 -0.8587 0.6643 0.1 -0.2 0.0 0.079
H 0.0299 -0.3060 2.2490 -0.5 0.5 -0.9 0.131
H -1.1813 1.7340 0.2460 0.5 -0.3 0.3 0.117
H 0.9100 2.9209 0.5647 0.0 -0.1 -0.5 0.056
H 1.7044 1.4643 1.3382 -0.5 0.0 0.0 0.067
N 2.3080 -0.9287 -1.7634 -2.3 0.5 -0.5 0.193
C 1.0856 -0.5472 -2.1792 0.7 0.3 0.6 -0.171
N -0.0083 -1.2773 -2.2588 0.3 -0.3 0.0 0.180
H 2.4416 -1.8778 -1.4536 0.3 0.0 0.2 0.132
H 2.9222 -0.1890 -1.4374 0.1 -0.4 -0.2 0.139
H 0.9728 0.5109 -2.4536 0.1 -0.5 0.1 0.163
H -0.8592 -0.7934 -2.6254 1.0 -1.1 0.6 0.166
H -0.0195 -2.2759 -1.9261 -0.3 1.6 -0.7 0.172

---

No. 2
20
Properties=species:S:1:pos:R:3:forces:R:3:lowdin_charge:R:1 method="wB97M-V/def2-TZVPD" e_above_lowest_kcal_mol=61.41 e_homo_ev=-14.4916 total_energy_ha=-307.5237 charge=+1 homo_lumo_gap_ev=10.8484
C 1.5497 1.9208 -0.2563 -1.2 0.0 -0.2 -0.004
C 2.2959 -0.3597 -0.2824 2.8 -3.4 2.5 -0.080
C -2.0121 -0.1320 -0.2837 -0.8 -1.1 -1.4 -0.237
C 1.9499 -1.7430 0.1549 -3.4 2.0 0.7 -0.013
C -3.5260 -0.2362 -0.0370 0.7 1.8 0.2 -0.045
N 1.4099 0.4857 -0.1187 -1.4 2.0 0.1 -0.014
N -1.1398 0.2609 0.5230 0.2 1.3 2.5 0.045
H 0.6035 2.2374 -0.7959 1.5 0.2 0.7 0.126
H 1.7396 2.4295 0.6986 -0.6 -0.3 -0.1 0.114
H 3.4214 -0.2819 -0.2819 -1.2 1.2 -1.0 0.181
H -1.5059 -0.5089 -1.2125 -1.2 0.2 0.3 0.130
H 2.3476 -2.4562 -0.4438 0.7 -2.3 -2.2 0.053
H 0.8210 -1.7658 0.3178 1.4 -0.6 -0.6 0.112
H 2.3564 -1.9786 1.1042 0.7 0.3 1.2 0.091
H -4.0086 0.8134 -0.1314 0.8 -1.7 0.4 0.121
H -3.6136 -0.6413 0.9825 -0.3 0.4 -0.3 0.084
H -4.0462 -0.8851 -0.7205 0.1 -0.2 -0.3 0.065
H 0.3892 0.2067 0.1292 0.1 0.1 0.1 0.065
H -1.4731 0.6433 1.4589 0.2 -0.7 -1.5 0.132
H 2.4414 1.9910 -0.8048 1.0 1.0 -1.2 0.074

---

No. 3
20
Properties=species:S:1:pos:R:3:forces:R:3:lowdin_charge:R:1 method="wB97M-V/def2-TZVPD" e_above_lowest_kcal_mol=30.23 e_homo_ev=-14.3433 total_energy_ha=-307.5734 smiles="C=NCC[C@@H](C)[NH3+]" charge=+1 homo_lumo_gap_ev=11.4321
C 2.2808 -1.4474 0.3627 0.3 0.4 0.4 -0.036
C 1.1416 -0.4580 0.1937 -0.7 -0.3 -0.1 -0.331
C -0.2394 -0.9301 0.6962 0.6 -0.1 -0.2 -0.142
C -1.2389 0.2034 0.8810 -0.2 -0.9 0.0 -0.218
C -2.0110 2.0291 -0.3142 -0.1 0.5 -0.9 0.012
N -1.3259 0.9783 -0.3444 0.2 0.1 0.1 -0.062
N 0.9658 -0.1039 -1.2842 0.0 -0.5 0.5 0.201
H 3.1371 -1.1564 -0.2550 0.0 -0.1 0.1 0.089
H 2.6198 -1.4011 1.4068 -0.1 -0.1 -0.3 0.104
H 2.0201 -2.4813 0.1471 -0.2 0.0 -0.1 0.093
H 1.3852 0.4891 0.6607 0.2 0.2 0.1 0.150
H -0.1117 -1.4804 1.6282 0.0 0.0 0.0 0.131
H -0.6157 -1.6495 -0.0412 -0.1 0.0 0.1 0.127
H -0.9668 0.8305 1.7191 0.2 0.2 0.3 0.125
H -2.2109 -0.2438 1.1134 0.0 0.1 0.0 0.134
H -2.0746 2.6054 -1.2303 -0.1 0.2 0.0 0.086
H -2.5567 2.3964 0.5423 -0.1 0.0 0.4 0.096
H 0.1755 0.5634 -1.3497 -0.4 0.1 0.1 0.115
H 1.8190 0.2725 -1.6570 0.5 0.3 -0.4 0.155
H 0.7058 -0.9349 -1.8124 0.1 -0.1 -0.1 0.169

---

No. 4
20
Properties=species:S:1:pos:R:3:forces:R:3:lowdin_charge:R:1 method="wB97M-V/def2-TZVPD" e_above_lowest_kcal_mol=36.19 e_homo_ev=-12.8816 total_energy_ha=-307.5639 smiles="C=C(N)C[C@@H](C)[NH3+]" charge=+1 homo_lumo_gap_ev=9.6886
C 2.5391 -0.2056 0.1882 1.0 -2.0 0.2 -0.058
C 1.1605 0.3901 0.1750 0.4 1.1 -0.5 -0.332
C 0.1016 -0.4984 0.8725 0.5 0.7 0.1 -0.101
C -1.2743 -0.2888 0.3218 -0.4 0.0 -0.2 -0.449
C -1.9489 -1.2762 -0.2692 0.5 0.6 0.2 0.075
N -1.6913 1.0585 0.2834 -0.4 0.6 -0.1 0.076
N 0.6835 0.5934 -1.2621 -0.1 0.9 0.1 0.204
H 2.6591 -1.1458 -0.3753 -0.6 0.2 -0.3 0.097
H 3.4123 0.3686 -0.1348 -0.5 0.6 0.2 0.096
H 2.7318 -0.6157 1.1895 0.0 0.6 0.1 0.105
H 1.2888 1.3999 0.5722 -0.7 -0.1 0.2 0.153
H 0.1160 -0.2215 1.9498 0.3 -0.7 -0.5 0.151
H 0.4270 -1.5112 0.5985 -0.3 0.0 0.9 0.128
H -1.5318 -2.2683 -0.1648 -0.3 -0.1 -0.5 0.074
H -2.8515 -1.0340 -0.8203 -0.1 -0.5 0.2 0.078
H -1.6889 1.5634 1.1640 0.5 -0.2 0.1 0.111
H -2.6397 1.1807 -0.0561 0.1 -0.3 -0.2 0.104
H 1.2534 1.1899 -1.8670 0.8 -0.8 0.1 0.178
H -0.1737 1.1743 -1.2559 -0.5 -0.8 0.5 0.143
H 0.5166 -0.3462 -1.6205 -0.2 0.3 -0.7 0.167

---

No. 5
20
Properties=species:S:1:pos:R:3:forces:R:3:lowdin_charge:R:1 method="wB97M-V/def2-TZVPD" e_above_lowest_kcal_mol=204.03 e_homo_ev=-14.3683 total_energy_ha=-307.2965 charge=+1 homo_lumo_gap_ev=5.5449
C 0.8064 1.8480 -1.1328 0.4 0.6 0.9 -0.097
C 0.0611 0.5750 -1.5068 1.5 1.0 -0.2 -0.247
C -1.0424 0.0703 -0.5995 0.9 -0.4 0.8 -0.113
C -0.5416 -1.0253 0.4138 5.6 -1.7 -4.5 -0.566
C 0.4597 -0.6396 1.5203 -1.3 0.6 -1.2 -0.215
N 1.5945 -0.1961 0.9342 0.4 0.3 0.8 0.352
N -1.4591 -1.8436 0.9959 -1.9 3.7 3.1 0.131
H 1.3864 1.7352 -0.1869 -0.3 -0.2 0.3 0.062
H 1.6352 2.0688 -1.8039 -0.2 -0.2 -0.4 0.089
H 0.2591 2.7813 -0.9897 -0.4 -0.2 -0.1 0.087
H 0.9134 -0.1101 -1.4840 -0.5 -0.6 -0.5 0.100
H 2.3099 -0.0332 1.6663 0.2 -0.3 -0.2 0.137
H -1.4566 0.8530 0.0488 -0.5 0.2 -0.5 0.130
H -1.7632 -0.4566 -1.2206 -0.5 0.3 0.3 0.127
H 0.0122 0.0652 2.2688 0.3 0.0 0.2 0.207
H -0.2314 0.7026 -2.5508 -0.4 -0.3 0.1 0.125
H 0.6544 -1.5447 2.1684 0.1 0.2 0.4 0.209
H -2.0039 -2.4209 0.3615 -0.5 0.6 0.1 0.125
H 0.1361 -1.7014 -0.1656 -0.1 0.6 -0.5 0.155
H -1.7303 -0.7278 1.2626 -3.0 -4.2 1.1 0.202

---

No. 6
20
Properties=species:S:1:pos:R:3:forces:R:3:lowdin_charge:R:1 method="wB97M-V/def2-TZVPD" e_above_lowest_kcal_mol=40.87 e_homo_ev=-13.0435 total_energy_ha=-307.5565 smiles="CCC/C(N)=C/[NH3+]" charge=+1 homo_lumo_gap_ev=9.3346
C 0.5582 2.7972 0.9944 0.3 0.4 0.4 -0.108
C 0.4650 1.9399 -0.2557 0.3 -0.1 0.3 -0.241
C -0.7033 0.9222 -0.2571 1.2 -0.2 -0.4 -0.117
C -0.2253 -0.4981 -0.0291 0.0 0.0 -0.1 -0.342
C -0.5677 -1.4296 -0.9344 0.1 0.1 0.1 -0.068
N -0.2522 -2.8831 -0.8445 -0.5 0.6 -0.5 0.202
N 0.5425 -0.6804 1.0701 -0.2 -0.1 0.1 0.159
H 1.5084 3.3390 0.9892 -0.1 0.0 0.0 0.082
H 0.5632 2.2237 1.9273 0.0 -0.2 -0.1 0.064
H -0.2338 3.5411 1.1186 -0.1 -0.2 -0.3 0.084
H 0.4694 2.5635 -1.1440 -0.5 0.2 -0.1 0.110
H 1.4172 1.4287 -0.3625 0.1 -0.4 0.1 0.105
H -1.1526 0.9580 -1.2439 -0.6 0.0 0.2 0.114
H -1.3794 1.1466 0.5628 -0.5 0.2 -0.2 0.130
H -1.0020 -1.1527 -1.8684 -0.4 -0.1 -0.3 0.113
H -1.1173 -3.4267 -0.7600 0.1 0.0 0.3 0.175
H 0.1529 -3.1624 -1.7404 0.4 -0.2 0.2 0.173
H 0.3683 -3.1118 -0.0746 0.2 -0.2 -0.1 0.155
H 0.8109 -1.5943 1.3926 0.0 0.2 0.2 0.105
H 0.5394 0.0610 1.7506 0.2 -0.1 0.1 0.105

---

No. 7
20
Properties=species:S:1:pos:R:3:forces:R:3:lowdin_charge:R:1 method="wB97M-V/def2-TZVPD" e_above_lowest_kcal_mol=44.51 e_homo_ev=-13.1427 total_energy_ha=-307.5507 smiles="C=C(N)C[C@@H](C)[NH3+]" charge=+1 homo_lumo_gap_ev=9.9153
C 2.0848 -0.1388 0.3793 0.0 0.0 0.3 -0.018
C 0.9547 0.8680 0.4051 -0.8 0.9 -0.3 -0.301
C -0.3885 0.4274 1.0096 -0.3 -1.6 0.4 -0.117
C -1.1159 -0.7054 0.2643 1.9 0.5 -1.4 -0.349
C -0.7678 -1.9971 0.3042 -0.3 -0.2 0.3 0.066
N -1.7371 -0.2182 -0.9758 -0.9 -1.0 1.0 0.051
N 0.6486 1.4092 -1.0125 0.0 -0.1 0.1 0.209
H 1.7933 -1.0647 0.8794 0.1 0.3 0.1 0.078
H 2.3643 -0.4439 -0.6276 0.1 0.2 -0.1 0.093
H 2.9347 0.3210 0.8869 0.1 -0.4 -0.2 0.097
H 1.1770 1.7914 0.9495 0.5 -0.3 0.0 0.149
H -1.0549 1.2629 1.1484 -0.3 0.5 -0.3 0.115
H -0.2006 0.1027 2.0401 0.3 0.0 -0.2 0.136
H 0.0642 -2.4431 0.8402 -0.4 0.3 0.6 0.067
H -1.3482 -2.7341 -0.2491 0.2 0.3 -0.3 0.076
H -2.7191 0.0149 -0.8225 0.1 0.5 0.0 0.097
H -1.8021 -1.0531 -1.5570 0.0 0.3 -0.3 0.082
H -0.0610 2.1260 -0.8740 -0.3 -0.1 -0.4 0.160
H 0.2696 0.6647 -1.5982 -0.6 -0.1 0.1 0.137
H 1.3925 1.8293 -1.5712 0.5 0.0 0.6 0.173

---

No. 8
21
Properties=species:S:1:pos:R:3:forces:R:3:lowdin_charge:R:1 method="wB97M-V/def2-TZVPD" e_above_lowest_kcal_mol=24.91 e_homo_ev=-2.8141 total_energy_ha=-383.0242 smiles=CNCC[C@@H](N)C[O-] charge=-1 homo_lumo_gap_ev=7.0533
C 0.7862 0.8994 1.5172 0.0 -0.5 -1.4 -0.443
O 1.8078 0.8472 0.6267 0.2 0.2 -0.1 -0.374
C -0.4260 -0.0723 1.1068 -0.1 -1.0 0.9 -0.340
C 0.1332 -1.2156 0.1892 -0.8 1.6 0.8 -0.171
C -0.1935 -0.9977 -1.2811 0.2 -0.3 0.0 -0.268
C -0.1213 1.2467 -2.2352 0.4 -0.1 0.0 -0.169
N 0.6238 0.0582 -1.8716 -0.3 -0.3 -0.4 -0.124
N -1.1263 -0.7076 2.3003 0.3 0.9 -0.2 -0.016
H 0.3677 1.9372 1.5434 -0.1 -0.3 0.7 0.080
H 1.1307 0.5199 2.5032 -0.4 0.4 0.5 0.073
H -1.2599 0.4799 0.6718 0.4 0.2 -0.7 0.096
H -0.2982 -2.1336 0.5721 0.1 -0.5 -0.2 0.080
H 1.2055 -1.1135 0.3867 0.1 -0.5 -0.4 0.097
H -1.2582 -0.7651 -1.3901 -0.1 0.1 0.1 0.099
H -0.0622 -1.9438 -1.8255 0.2 0.0 -0.1 0.087
H 0.5591 2.0133 -2.6029 0.2 -0.1 -0.4 0.063
H -0.8112 0.9484 -3.0291 -0.2 0.4 0.0 0.062
H -0.6537 1.7723 -1.4304 -0.3 -0.4 0.2 0.065
H 1.3556 0.2739 -1.2040 0.1 0.5 0.5 0.053
H -1.0371 -1.7100 2.2944 0.3 -0.1 0.1 0.017
H -0.7220 -0.3373 3.1583 0.0 -0.3 -0.1 0.031

---

No. 9
21
Properties=species:S:1:pos:R:3:forces:R:3:lowdin_charge:R:1 method="wB97M-V/def2-TZVPD" e_above_lowest_kcal_mol=85.36 e_homo_ev=-3.2192 total_energy_ha=-382.9278 charge=-1 homo_lumo_gap_ev=7.3115
C -0.2103 -3.3797 -1.7805 1.1 -0.4 0.5 -0.063
N -0.9618 2.4708 0.4264 1.6 -2.2 0.0 0.021
C -0.1672 1.3672 0.5238 0.8 1.2 0.3 -0.409
C 1.2489 1.3131 -0.0046 -0.6 0.6 1.1 -0.167
C 1.4609 0.1411 -1.0115 1.1 0.1 -0.4 -0.543
O 1.6305 -1.0559 -0.4538 -0.5 0.1 -0.1 -0.322
C -0.7064 0.0241 1.0381 -0.9 1.1 1.3 -0.214
N -2.0501 0.1821 1.7051 0.5 1.0 -1.1 -0.040
H -1.0688 -3.6712 -1.1727 -0.4 0.5 -0.5 0.005
H 0.2883 -2.4726 -1.3915 -0.1 -0.3 0.2 -0.013
H 0.4747 -4.2340 -1.6241 0.1 0.5 -0.2 0.010
H -0.3372 -3.2471 -2.8557 -0.6 -0.2 0.1 0.003
H -1.1482 1.6697 -0.3132 -1.9 0.7 -1.1 0.075
H 1.4707 2.3168 -0.3839 0.1 -0.2 -0.2 0.094
H 1.8957 1.1048 0.8533 0.2 -0.1 -0.1 0.109
H 2.3595 0.4718 -1.6137 -0.2 0.1 0.1 0.083
H 0.6358 0.2691 -1.7640 -0.3 -0.3 0.0 0.087
H -0.0265 -0.2987 1.8235 0.3 -0.5 -0.5 0.114
H -0.7167 -0.6482 0.1859 0.1 -0.5 0.3 0.101
H -2.4774 0.8788 1.0769 -0.6 -0.6 -0.2 0.026
H -1.9066 0.9100 2.4113 0.4 -0.6 0.5 0.045

---

No. 10
21
Properties=species:S:1:pos:R:3:forces:R:3:lowdin_charge:R:1 method="wB97M-V/def2-TZVPD" e_above_lowest_kcal_mol=210.70 e_homo_ev=-3.1053 total_energy_ha=-382.7281 charge=-1 homo_lumo_gap_ev=4.5639
C -0.3960 0.5083 0.1458 0.9 -1.0 -1.8 -0.319
N -1.2426 -0.3598 -0.6535 1.8 1.4 1.0 -0.098
C -2.7381 -0.1657 -0.0341 -1.0 0.1 0.9 -0.463
O -2.7132 0.0250 1.2826 -0.1 -0.5 -2.6 -0.248
C 1.0389 0.0624 -0.2992 -0.5 -0.6 3.9 -0.537
C 1.0714 -0.5983 -1.7008 -1.6 3.7 0.7 0.049
N 1.9996 1.0345 0.1242 0.4 -2.4 -1.7 -0.009
C 3.1272 0.3160 0.7160 0.5 0.1 -0.7 -0.227
H -0.3942 1.6012 0.1690 -0.8 0.5 -0.9 0.093
H -0.5535 0.2290 1.1528 0.4 -0.2 1.2 0.060
H -1.0236 -2.3414 1.3756 -0.3 -0.1 0.1 0.026
H -3.2517 -1.0818 -0.3900 0.0 0.1 0.1 0.069
H -3.0120 0.7085 -0.6681 -0.3 -0.1 0.5 0.078
H -1.7337 -2.2456 1.6027 0.3 0.0 0.0 0.030
H -0.2631 -0.6438 -1.4660 -1.1 -0.7 -0.4 0.072
H 1.4876 -1.5600 -1.8071 0.8 -0.9 -0.3 0.041
H 1.1479 0.1567 -2.5126 0.2 -0.8 0.2 0.073
H 1.0679 -0.8438 0.4033 0.8 0.4 -0.8 0.123
H 3.4842 -0.5525 0.0760 -0.2 0.9 0.7 0.074
H 2.8752 -0.1157 1.7071 -0.1 0.2 -0.2 0.068
H 3.9549 1.0296 0.8353 0.0 -0.3 0.1 0.046